No. 1
DFT (the ωB97M-V functional and the def2-TZVPD basis) results for C23H23AlP2 as an isolated structure in a non-equilibrium geometry.

Geometry as XYZ:
```
49
Properties=species:S:1:pos:R:3:forces:R:3
C 2.74380 -1.57692 -0.62399 0.130 0.124 1.202
C 3.45819 -1.03353 0.48232 -0.471 -0.529 -0.122
C 3.23775 -1.87749 1.61404 -0.040 0.601 -0.846
C 2.35081 -2.92527 1.22349 -0.264 -0.130 -1.311
C 2.06715 -2.78417 -0.15989 0.280 0.325 1.413
Al -1.36592 0.08525 -0.25622 1.347 -3.268 -0.536
P -2.14833 1.45464 -1.99340 -0.479 1.649 -0.357
H 2.69758 -1.17065 -1.63099 0.100 -0.142 0.231
H 4.05311 -0.12120 0.47135 -0.116 -0.333 -0.018
H 3.69001 -1.75404 2.60100 -0.231 -0.001 -0.363
H 1.47231 -3.45775 -0.77184 0.090 0.238 0.193
H 1.96593 -3.70288 1.88228 0.192 0.133 -0.268
H -2.90344 0.81786 -3.04605 0.563 0.344 0.674
H -1.10457 2.12473 -2.72902 -0.714 -0.173 0.061
H -3.02811 2.54246 -1.62568 0.326 -0.259 -0.656
C 1.00345 0.48615 5.48924 -0.115 -0.185 -0.227
C 0.64939 -0.54360 4.60795 -0.016 0.240 0.108
C -0.03461 -0.24716 3.43133 -0.153 0.107 -0.087
C -0.38075 1.07862 3.13281 0.116 -0.389 0.056
C -0.00840 2.11514 4.00817 -0.091 -0.380 -0.039
C 0.68397 1.80933 5.18245 -0.106 0.051 -0.162
P -1.44940 1.37172 1.67191 -0.136 1.697 1.017
C -3.14923 1.06667 2.30278 0.186 0.236 0.519
C -3.89166 0.04647 1.70624 -0.183 -0.041 -0.021
C -5.10644 -0.35490 2.26328 0.079 0.164 0.137
C -5.57051 0.24938 3.43218 0.033 -0.085 -0.275
C -4.83391 1.27466 4.03206 0.152 0.113 -0.048
C -3.61931 1.68442 3.47783 -0.202 -0.222 -0.114
C -1.15474 3.14736 1.36525 -0.511 0.206 -0.071
C -2.20666 4.06505 1.22343 0.418 -0.137 0.008
C -1.91805 5.38232 0.86402 0.042 0.042 -0.098
C -0.60054 5.77736 0.61692 -0.038 -0.125 0.066
C 0.44595 4.85601 0.73897 -0.271 -0.057 0.069
C 0.16910 3.54436 1.11818 0.003 -0.001 -0.074
H 1.52089 0.25081 6.42113 -0.117 0.079 -0.303
H 0.88818 -1.58034 4.84066 0.013 0.271 -0.064
H -0.33186 -1.04278 2.73992 0.235 0.189 0.256
H -0.27391 3.14777 3.78513 0.102 -0.235 0.059
H 0.96062 2.61882 5.86211 -0.071 -0.290 -0.200
H -3.50498 -0.47886 0.81469 -0.210 0.288 0.469
H -5.66424 -1.15659 1.78293 0.044 0.159 0.175
H -6.51010 -0.08932 3.87324 0.282 0.155 -0.083
H -5.20791 1.74544 4.94443 0.164 -0.138 -0.287
H -3.02324 2.46141 3.96700 -0.213 -0.270 -0.170
H -3.23087 3.73038 1.39784 0.229 0.215 -0.022
H -2.73173 6.10241 0.76668 0.235 -0.164 0.018
H -0.38286 6.80665 0.32860 -0.093 -0.278 0.080
H 1.47402 5.15909 0.53967 -0.273 -0.074 0.065
H 0.97874 2.81374 1.22190 -0.245 0.282 -0.056
```
Forces are in eV/Å.

Properties
ΔE to the lowest compared entry with this formula, charge and spin, kJ/mol: 0.00
Energy, eV: -49393.11131
Multiplicity: 1
HOMO-LUMO gap (spin up / spin down), eV: 5.80 / 3.20

No. 2
DFT (the ωB97M-V functional and the def2-TZVPD basis) results for one molecule with the formula C18H25NO5.

Geometry as XYZ:
```
49
Properties=species:S:1:pos:R:3:forces:R:3
C 3.00411 2.87983 2.22562 -0.137 -0.222 0.041
C 2.67853 1.41401 1.96249 0.216 0.136 -0.134
C 3.73874 0.76077 1.07833 -0.175 -0.200 0.240
C 3.53205 -0.74209 0.88191 -0.038 0.242 -0.153
C 2.26217 -1.09826 0.10372 0.355 -0.152 0.233
C 2.07385 -2.62896 0.06914 -0.152 0.102 -0.180
C 0.83568 -3.11986 -0.69114 0.050 -0.192 0.120
C -0.47260 -2.77439 0.00523 0.349 -0.106 -0.336
O -1.02985 -3.55287 0.74770 -0.121 -0.193 0.218
N -0.93749 -1.52833 -0.30259 0.170 0.316 -0.219
C -2.15357 -0.97214 0.07381 -0.354 0.233 0.178
C -3.24422 -1.78131 0.39810 0.028 -0.161 0.013
C -4.47433 -1.22833 0.68838 0.073 0.159 -0.046
C -4.65735 0.14655 0.65005 -0.094 0.034 0.056
C -3.58986 0.96207 0.34064 0.054 -0.068 -0.048
C -2.33187 0.42563 0.06366 -0.212 -0.221 0.049
C -1.19831 1.34552 -0.14959 0.370 -0.006 0.140
O -0.03250 1.06049 0.03155 -0.244 0.181 -0.085
O -1.58143 2.56799 -0.52809 -0.334 -0.009 -0.080
C -0.53474 3.51971 -0.71499 0.502 0.319 -0.061
C -1.14589 4.80972 -1.22707 -0.032 -0.441 0.156
C 2.27704 -0.59121 -1.31679 -0.475 0.063 -0.037
O 1.28413 -0.43684 -1.98947 -0.063 0.050 -0.125
O 3.49378 -0.37876 -1.81860 0.708 0.028 -0.077
H 3.96572 2.97778 2.72615 0.097 0.071 0.044
H 2.24293 3.33428 2.85592 -0.034 0.128 0.055
H 3.04960 3.43282 1.28944 0.022 0.114 -0.090
H 2.62094 0.87966 2.91373 -0.056 -0.071 0.034
H 1.70504 1.34926 1.47789 -0.037 -0.061 0.088
H 4.72016 0.91043 1.53638 0.049 0.068 -0.056
H 3.75276 1.25841 0.10756 0.094 0.075 -0.047
H 4.39733 -1.15310 0.35801 -0.010 -0.107 0.066
H 3.47466 -1.22152 1.86175 0.011 -0.069 0.014
H 1.39663 -0.64730 0.59215 0.027 0.003 -0.153
H 2.01356 -2.98513 1.09930 0.084 0.007 0.012
H 2.96042 -3.07700 -0.38783 0.014 -0.033 0.069
H 0.82329 -2.72138 -1.70549 0.020 -0.069 -0.002
H 0.88349 -4.20930 -0.74340 -0.105 0.092 -0.001
H -0.30270 -0.91679 -0.81326 -0.043 -0.203 0.028
H -3.11122 -2.84957 0.42347 0.014 -0.017 -0.010
H -5.30096 -1.87649 0.93838 -0.058 -0.071 0.011
H -5.62309 0.57582 0.86854 -0.071 0.048 0.026
H -3.70749 2.03428 0.32382 -0.019 0.051 -0.010
H 0.19064 3.10898 -1.42685 -0.089 0.061 0.148
H -0.02057 3.67262 0.24132 -0.037 -0.050 -0.152
H -1.86374 5.19532 -0.50817 -0.065 0.104 0.045
H -1.65849 4.63234 -2.16862 -0.040 0.044 -0.106
H -0.36465 5.54857 -1.38015 0.067 0.081 -0.017
H 3.43082 -0.08418 -2.74118 -0.279 -0.088 0.142
```
Forces are in eV/Å.

Properties
ΔE to the lowest compared entry with this formula, charge and spin, kJ/mol: 12.27
Energy, eV: -30801.46362
Multiplicity: 1
SMILES string: CCCC[C@H](CCC(=O)Nc1ccccc1C(=O)OCC)C(=O)O
HOMO-LUMO gap, eV: 9.08

No. 3
DFT (the ωB97M-V functional and the def2-TZVPD basis) results for C26H23N4ORu as an isolated structure.

Geometry as XYZ:
```
55
Properties=species:S:1:pos:R:3:forces:R:3
Ru -0.02003 -0.22189 -0.34643 -0.207 -0.194 -0.166
C 4.36887 -0.26695 -1.06626 -0.020 0.010 0.015
C 3.04737 -0.70725 -0.92633 -0.003 -0.033 0.005
N 2.03888 0.10091 -0.62247 -0.047 0.233 0.133
C 2.30243 1.43039 -0.45909 -0.015 -0.030 -0.020
C 3.60285 1.94462 -0.52847 0.051 0.021 0.020
C 4.65464 1.05511 -0.84873 -0.004 0.013 -0.016
C 3.80523 3.32297 -0.26380 -0.030 0.007 -0.019
C 2.75332 4.15216 0.07643 -0.005 -0.053 -0.021
C 1.45157 3.66413 0.07901 0.034 0.074 0.053
C 1.19453 2.32599 -0.25029 0.024 0.051 0.013
N -0.02981 1.73444 -0.38926 0.137 -0.265 -0.032
C -1.23831 2.32134 -0.56305 -0.136 0.073 -0.010
C -1.47923 3.66694 -0.89977 0.004 0.028 -0.027
C -2.77523 4.14934 -0.99075 -0.039 -0.077 0.014
C -3.84736 3.29934 -0.77850 0.026 0.038 0.002
C -3.66220 1.91739 -0.51906 -0.046 0.042 -0.028
C -4.73768 1.01426 -0.37013 0.030 -0.036 0.017
C -4.46425 -0.31649 -0.18237 0.001 0.035 -0.003
C -3.13079 -0.73550 -0.14890 0.029 -0.015 0.026
N -2.09796 0.09152 -0.27371 -0.017 0.096 0.008
C -2.35674 1.41593 -0.44571 0.073 0.032 -0.014
H 5.14192 -0.97668 -1.32366 -0.007 -0.011 -0.005
H 2.79638 -1.75332 -1.05279 0.025 -0.004 -0.019
H 5.66865 1.42806 -0.92600 0.007 -0.012 0.007
H 4.81256 3.72048 -0.30701 0.007 -0.008 0.021
H 2.94051 5.18325 0.34198 -0.004 0.004 -0.006
H 0.64731 4.31579 0.39397 0.049 -0.037 0.005
H -0.65713 4.32382 -1.14882 -0.048 -0.037 -0.022
H -2.94855 5.18331 -1.25430 0.002 0.002 0.002
H -4.85830 3.68406 -0.85132 -0.003 -0.006 0.005
H -5.75750 1.37702 -0.40888 -0.004 -0.009 -0.013
H -5.25376 -1.04598 -0.07161 0.002 -0.004 0.006
H -2.88904 -1.78392 -0.02418 -0.020 -0.011 -0.011
O -0.07749 -0.10534 1.70709 0.104 0.063 -0.029
C -0.57559 -1.24987 2.49201 -0.001 0.034 -0.058
C 0.51358 -2.25418 2.78068 -0.061 -0.067 0.083
C 1.33149 -2.65615 1.54827 -0.010 0.093 -0.019
C 0.50949 -3.20583 0.41740 0.029 -0.071 -0.053
C 0.35224 -4.57709 0.26620 0.027 0.002 -0.001
C -0.37586 -5.08551 -0.79433 -0.013 -0.005 -0.021
C -0.94268 -4.19995 -1.70268 0.008 0.001 0.003
C -0.77611 -2.85196 -1.48509 -0.002 0.058 -0.022
N -0.07146 -2.34793 -0.45016 0.014 0.062 0.129
H 0.68909 0.28169 2.15271 0.039 -0.040 -0.007
H -1.37047 -1.66678 1.87828 -0.005 0.011 0.015
H -1.00958 -0.83077 3.39789 -0.004 -0.039 0.016
H 0.02233 -3.12773 3.21829 0.042 -0.009 -0.002
H 1.18672 -1.87292 3.55150 0.023 0.021 -0.016
H 2.06785 -3.40243 1.84210 -0.020 -0.023 0.035
H 1.89643 -1.79262 1.19154 -0.003 -0.006 0.024
H 0.82256 -5.24088 0.97939 -0.004 -0.005 0.000
H -0.49298 -6.15405 -0.91796 -0.001 0.000 -0.004
H -1.50426 -4.54576 -2.55864 -0.005 0.005 0.000
H -1.21846 -2.12857 -2.16419 -0.006 0.002 0.004
```
Forces are in eV/Å.

Properties
ΔE to the lowest compared entry with this formula, charge and spin, kJ/mol: 0.00
Energy, eV: -37900.03449
Multiplicity: 1
HOMO-LUMO gap (spin up / spin down), eV: 5.54 / 5.55
Net charge: +3

No. 4
DFT (the ωB97M-V functional and the def2-TZVPD basis) results for a 3-piece molecular cluster, C23H28O9 overall in a non-equilibrium geometry.

Geometry as XYZ:
```
60
Properties=species:S:1:pos:R:3:forces:R:3
C -1.06044 1.88967 5.96662 -0.176 -0.238 -0.548
C -1.98379 1.82815 4.73602 0.834 0.010 0.525
O -1.70795 2.92629 3.84564 -1.332 -0.772 -0.583
C -1.13503 2.50096 2.65191 1.115 1.222 0.182
O 0.25348 2.23913 2.99069 -0.445 0.153 0.346
C 0.71260 3.50628 3.31774 -3.655 -1.461 -2.717
O 1.61222 3.69514 3.98262 4.022 1.224 2.887
O -0.08515 4.46197 2.71704 1.214 -0.238 -0.693
C -0.82965 3.72626 1.76442 -1.626 -0.945 0.429
O -0.11705 3.20161 0.69955 0.051 1.024 -0.028
C 0.67962 4.16102 0.00179 0.916 -0.443 -0.185
C 1.83279 3.41000 -0.68557 -0.016 1.559 -0.769
C 2.99676 4.43241 -0.76038 -0.742 -0.256 -0.072
C 1.50705 2.99789 -2.13382 0.336 -1.602 0.539
C 0.08719 2.44322 -2.32752 0.378 0.414 -0.867
C 2.51392 1.87055 -2.53062 -0.533 1.462 0.316
H -0.73229 2.91205 6.13752 -0.092 0.037 0.154
H -0.18709 1.27158 5.77190 0.190 0.132 0.122
H -1.56999 1.49134 6.84232 0.014 0.107 0.085
H -1.74802 0.90495 4.20746 -0.405 -0.159 -0.016
H -3.02394 1.84069 5.05261 -0.141 0.189 -0.312
H -1.60892 1.67299 2.13569 0.143 -0.271 0.191
H -1.69729 4.29681 1.43324 0.085 0.313 0.230
H 0.10634 4.75310 -0.72079 -0.217 -0.219 -0.018
H 1.15119 4.87798 0.67692 -0.356 -0.114 0.392
H 2.12509 2.54675 -0.09118 -0.170 -0.122 0.096
H 2.56202 5.35903 -1.14626 0.170 0.109 -0.028
H 3.74205 4.10606 -1.48136 0.286 0.054 0.234
H 3.40985 4.64889 0.22336 0.261 -0.102 -0.058
H 1.67044 3.84887 -2.79990 -0.121 0.116 0.084
H -0.60906 3.26298 -2.51671 -0.273 -0.150 0.407
H 0.09781 1.84717 -3.24042 -0.130 -0.039 -0.044
H -0.23680 1.77612 -1.53268 -0.021 0.194 0.189
H 3.48653 2.12484 -2.10965 0.193 -0.238 -0.269
H 2.15189 0.94497 -2.10954 0.152 -0.252 -0.021
H 2.53892 1.82944 -3.61598 0.250 -0.397 -0.049
O 0.98166 -0.55602 -3.27408 -0.137 -0.349 -0.166
C 1.10970 -1.75225 -3.44247 -0.065 0.055 0.034
C 0.11295 -2.71620 -2.92027 0.022 -0.064 -0.093
C 0.25591 -4.02665 -3.10366 0.271 0.194 -0.398
C 1.42055 -4.57254 -3.84172 -0.039 -0.085 -0.004
O 1.55154 -5.76731 -4.01356 0.002 0.051 0.005
C 2.42053 -3.60805 -4.36366 0.055 0.029 -0.025
C 2.27538 -2.29962 -4.17894 0.065 -0.010 -0.047
H -0.72701 -2.29594 -2.38608 0.023 0.026 0.034
H -0.45386 -4.74482 -2.73529 -0.014 -0.049 -0.014
H 3.26337 -4.02855 -4.89768 -0.018 -0.040 0.013
H 2.99161 -1.57800 -4.55167 -0.024 0.031 0.024
O -1.05919 -4.05413 -0.68194 -0.366 -0.157 0.476
C -1.80029 -4.78160 -0.04973 0.060 0.081 0.013
C -2.04051 -6.18549 -0.46490 -0.013 -0.026 -0.009
C -2.85321 -6.97947 0.22672 0.048 -0.003 -0.071
C -3.55265 -6.49581 1.44352 -0.062 -0.068 0.059
O -4.29132 -7.21980 2.07425 0.033 0.038 -0.032
C -3.31100 -5.09114 1.85780 0.035 0.080 -0.009
C -2.49803 -4.29774 1.16559 -0.044 0.005 0.063
H -1.52161 -6.52306 -1.35361 0.018 0.008 0.011
H -3.04201 -8.00613 -0.05993 -0.024 -0.003 0.035
H -3.82970 -4.75582 2.74686 -0.017 -0.044 0.003
H -2.30811 -3.27103 1.45177 0.031 0.001 -0.035
```
Forces are in eV/Å.

Properties
Energy, eV: -42729.06476
Multiplicity: 1
SMILES string: CCO[C@@H]1OC(=O)O[C@H]1OC[C@H](C)C(C)C.O=C1C=CC(=O)C=C1.O=C1C=CC(=O)C=C1
HOMO-LUMO gap, eV: 8.27